This record from the OMol25 dataset describes a molecular structure, C21H86F4HgN2O30S4 in a non-equilibrium geometry. The level of theory is ωB97M-V/def2-TZVPD.

Geometry as XYZ:
```
148
Properties=species:S:1:pos:R:3:forces:R:3:mulliken_charge:R:1
Hg 2.273 -0.368 -1.467 0.2 -0.6 -1.0 3.136
N 3.202 1.624 -1.175 -2.8 0.5 5.8 -0.077
S 4.225 2.441 -1.852 7.3 2.3 -10.0 0.840
O 5.615 2.344 -1.430 -2.0 0.3 0.9 -0.654
O 3.825 3.615 -2.577 -0.2 -0.1 1.7 -0.613
F 4.255 1.432 -3.127 0.2 -0.6 -0.3 -0.327
S 3.272 2.556 0.251 -1.5 -1.3 6.2 0.950
O 3.017 3.952 0.147 0.5 -0.6 -0.9 -0.567
O 4.259 2.123 1.268 -1.8 0.2 -2.9 -0.648
F 1.899 1.993 0.846 0.8 0.0 -0.6 -0.100
N 0.210 -0.204 -0.724 -0.2 -2.4 4.2 -0.201
S -0.844 0.850 -0.932 -6.2 8.4 -7.2 -0.480
O -0.725 2.218 -0.425 0.1 -3.0 0.5 -0.342
O -2.228 0.376 -1.190 3.1 0.2 1.4 0.304
F -0.347 1.146 -2.437 0.1 -0.4 -0.3 -0.326
S -0.339 -0.472 0.854 2.7 -3.8 5.1 0.553
O -1.523 -1.288 0.955 1.4 1.1 -0.9 -0.199
O -0.062 0.548 1.824 -1.1 -0.3 -1.6 -0.376
F 0.842 -1.489 1.237 -0.7 -0.1 -0.7 -0.022
C -0.755 -0.254 -6.384 0.6 -0.1 -1.1 -0.660
O -0.449 -0.476 -5.062 0.7 -0.4 1.6 -0.484
H -1.175 0.747 -6.484 -0.3 -0.1 -0.6 0.188
H 0.191 -0.328 -6.921 0.0 0.4 -0.3 0.284
H -1.357 -1.074 -6.776 -0.5 0.3 -0.2 0.282
H -1.278 -0.518 -4.582 -0.5 -0.1 0.7 0.250
C -3.641 0.016 3.018 -1.1 -0.7 -0.3 -0.427
O -3.893 -1.168 2.175 0.2 1.2 1.4 -0.520
H -2.787 -0.023 3.695 0.4 -0.4 -0.5 0.171
H -3.613 0.925 2.417 0.3 -0.1 -0.2 0.107
H -4.496 0.105 3.688 -0.2 0.0 -0.1 0.365
H -3.047 -1.595 2.023 0.0 0.1 -0.2 0.320
C 4.667 -5.078 -1.277 0.8 -0.8 -1.6 -0.747
O 3.306 -5.099 -0.944 -0.5 0.5 0.7 -0.198
H 4.975 -4.168 -1.792 -0.3 0.3 0.4 0.133
H 5.383 -5.322 -0.492 -0.3 0.1 0.3 0.262
H 4.728 -5.844 -2.050 0.9 -0.1 -0.1 0.400
H 3.068 -6.022 -1.060 -0.4 0.2 0.2 0.175
C -0.644 6.218 -4.504 1.2 -0.3 -1.9 -0.027
O -0.417 6.279 -6.004 -1.5 -0.5 1.7 -0.534
H 0.230 5.729 -4.073 0.2 0.5 0.3 0.249
H -0.877 7.201 -4.096 0.3 0.0 -0.1 0.294
H -1.445 5.526 -4.243 -0.3 0.2 -0.8 -0.203
H 0.420 6.663 -6.277 0.2 0.1 0.8 0.287
C -3.114 2.885 -3.464 -0.3 -0.4 0.6 -0.007
O -4.051 2.078 -4.136 -1.2 -0.6 -0.5 -0.547
H -2.218 2.281 -3.608 0.6 1.1 0.2 -0.068
H -3.157 3.911 -3.830 0.7 0.0 -0.4 0.217
H -3.380 2.951 -2.409 0.4 -0.2 0.3 -0.083
H -4.926 2.267 -3.789 -0.1 0.0 -0.1 0.293
C 1.191 -3.237 5.289 -0.6 0.8 0.1 -0.762
O 0.900 -2.997 3.948 -0.6 -0.1 -1.5 0.061
H 0.812 -4.200 5.631 0.5 -0.4 0.0 0.240
H 2.245 -3.039 5.484 -0.1 -0.3 0.5 0.249
H 0.542 -2.501 5.764 0.4 0.1 0.8 0.225
H 1.645 -3.113 3.353 0.3 0.0 0.3 0.063
C -3.707 5.493 -0.638 0.4 0.9 -1.2 -0.804
O -3.393 4.521 0.348 -0.7 0.5 -0.7 -0.348
H -2.884 5.759 -1.301 0.8 -0.4 0.2 0.261
H -4.449 5.226 -1.391 -0.4 -1.0 0.6 0.340
H -4.037 6.487 -0.335 -0.2 -0.1 1.0 0.384
H -2.780 4.928 0.963 0.1 0.0 0.0 0.204
O 1.996 -0.330 -3.892 0.9 0.2 0.7 -0.280
H 1.085 -0.316 -4.187 -1.3 0.1 -0.5 0.277
H 2.459 -0.827 -4.567 0.2 -0.2 0.0 0.228
O 1.757 -2.719 -1.524 0.9 0.5 0.0 -0.273
H 2.286 -3.504 -1.666 0.6 -0.3 0.1 0.228
H 0.855 -3.039 -1.496 -1.2 -0.2 0.0 0.278
O 4.274 -1.260 -2.364 0.3 -0.6 -0.2 -0.420
H 5.043 -1.684 -1.985 0.2 0.0 0.4 0.202
H 4.545 -1.017 -3.249 0.0 0.4 -0.3 0.213
O -0.812 -3.045 -1.401 0.4 -0.2 0.0 -0.816
H -0.935 -2.105 -1.273 -0.3 0.3 0.0 0.022
H -1.699 -3.403 -1.420 -0.5 -0.2 -0.2 0.276
O -2.933 -0.815 -3.778 0.2 -0.2 -0.7 -0.763
H -2.999 -0.780 -2.824 0.1 0.1 0.6 0.226
H -3.597 -0.200 -4.087 -0.2 0.6 -0.2 0.286
O 3.280 -0.823 0.524 0.6 0.3 0.0 -0.330
H 3.913 -0.264 0.975 0.3 0.7 0.1 0.201
H 3.272 -1.634 1.032 -0.4 -1.0 0.5 -0.271
O -2.632 -5.389 4.663 -0.2 -0.2 0.1 -0.616
H -2.625 -4.743 3.957 0.0 0.2 -0.2 0.300
H -1.729 -5.406 4.982 0.2 0.0 0.1 0.319
O -3.529 -3.066 -2.427 0.1 -0.4 0.4 -0.546
H -3.501 -2.890 -3.368 0.2 0.3 -0.3 0.276
H -4.462 -3.105 -2.218 -0.3 0.0 0.3 0.250
C 3.475 -0.229 4.190 0.4 -0.3 -0.2 -0.698
C 2.061 0.273 4.313 -0.4 0.4 0.9 1.358
O 2.028 1.024 5.546 -0.2 0.3 -0.4 -0.656
H 3.717 -0.862 3.337 -0.4 -0.2 0.0 -0.369
H 3.697 -0.761 5.116 0.1 -0.2 -0.1 0.364
H 4.187 0.594 4.140 -0.1 0.3 0.0 0.446
H 1.300 -0.489 4.487 0.3 -0.3 -0.4 -0.259
H 1.706 0.915 3.507 0.2 -0.2 -0.2 -0.580
H 2.454 1.853 5.317 0.0 0.3 0.4 0.363
C -0.255 3.869 2.774 0.3 -1.8 -2.7 -0.485
C 0.178 5.276 2.473 -0.3 -1.1 1.0 0.093
O 0.533 5.720 3.774 0.7 2.1 -0.3 -0.550
H -0.790 3.486 1.905 -0.5 -0.3 0.0 -0.218
H -0.829 3.625 3.668 -0.1 0.7 0.1 0.523
H 0.621 3.222 2.748 0.1 0.0 0.5 0.021
H -0.558 5.795 1.859 -0.8 0.8 0.9 0.088
H 1.004 5.354 1.767 0.7 -0.4 0.6 0.150
H -0.086 5.362 4.414 -0.1 0.0 -0.2 0.344
C 1.155 3.188 -7.687 -0.4 -0.5 0.3 -0.965
C -0.186 3.404 -8.374 0.4 1.2 1.4 0.022
O -0.027 3.608 -9.751 0.0 -0.3 -0.6 -0.540
H 1.494 2.191 -7.971 0.6 0.1 0.1 0.265
H 1.022 3.212 -6.605 -0.3 -0.4 0.1 0.253
H 1.911 3.963 -7.809 -0.1 -0.1 -0.8 0.359
H -0.615 4.305 -7.934 -0.2 0.1 0.1 0.154
H -0.870 2.593 -8.121 0.0 -0.4 -0.2 0.145
H -0.853 3.991 -10.054 0.0 0.0 -0.3 0.314
C -1.501 0.900 6.776 0.9 -0.3 0.1 -0.676
C -2.137 -0.366 7.378 -0.1 1.5 -2.0 -0.168
O -3.358 0.066 7.927 -0.6 -0.8 1.6 -0.558
H -0.592 0.670 6.221 0.2 0.1 0.1 -0.026
H -1.282 1.612 7.572 0.3 -0.1 0.1 0.385
H -2.125 1.475 6.092 -0.5 -0.5 -0.1 0.262
H -1.458 -0.867 8.068 -0.5 0.4 0.6 0.328
H -2.320 -1.099 6.592 0.0 -0.2 -0.2 0.161
H -3.913 0.502 7.277 0.3 -0.1 -0.2 0.305
C -5.130 0.819 -0.433 -1.3 0.7 0.3 -0.224
C -6.406 0.245 0.316 1.9 0.6 -1.1 -0.596
O -6.258 -1.151 0.388 -0.8 -0.2 0.0 -0.605
H -4.621 0.144 -1.123 -0.2 -0.5 0.6 0.101
H -4.436 1.235 0.297 0.2 -0.1 -0.3 -0.039
H -5.462 1.616 -1.098 0.1 0.5 0.1 0.267
H -7.300 0.577 -0.212 -0.2 -0.6 0.0 0.389
H -6.439 0.643 1.330 -0.1 0.3 0.0 0.238
H -5.511 -1.215 0.988 0.5 -0.7 0.3 0.421
C -0.274 -5.563 2.061 0.8 -0.1 -0.8 -0.700
C 0.526 -5.750 0.756 0.0 -0.5 0.2 0.274
O 1.433 -6.880 0.892 -0.4 0.5 0.3 -0.576
H -0.947 -4.720 1.905 -0.1 0.0 0.1 0.087
H 0.418 -5.305 2.863 -0.1 0.0 0.1 0.071
H -0.823 -6.459 2.353 0.0 0.1 -0.2 0.452
H 1.089 -4.850 0.506 0.2 0.2 0.3 -0.288
H -0.123 -5.879 -0.110 -0.3 -0.3 0.1 0.417
H 1.756 -7.159 0.033 -0.3 0.0 0.0 0.262
C 5.363 -3.510 3.650 -1.5 -0.2 -0.4 -1.102
C 4.791 -3.284 2.282 0.5 0.3 -1.2 0.053
O 3.384 -3.069 2.135 -0.2 0.3 0.5 0.015
H 6.382 -3.791 3.382 0.2 0.0 1.0 0.410
H 4.760 -4.304 4.092 0.6 -0.4 0.3 0.267
H 5.211 -2.622 4.263 0.6 0.0 0.0 0.186
H 5.093 -4.093 1.616 -0.1 -0.2 0.0 0.026
H 5.302 -2.403 1.893 -0.2 0.3 -0.3 0.250
H 2.955 -3.820 1.719 0.1 -0.3 -0.2 -0.017
```
Positions in Å, forces in eV/Å.

The value obtained for the HOMO energy is -0.3462 hartree. The value obtained for the orbital gap is 7.6613 eV. Its spin multiplicity is 1. The energy comes out at -5363.61164 Ha.